85
Properties=species:S:1:pos:R:3 method="wB97M-V/def2-TZVPD" gap_ev="6.196 / 6.087" de_lowest_ev=1.034 mol_weight_g_mol=812.1 lumo_ev="-0.9837 / -1.1192" homo_energy_ev="-7.179 / -7.206" spin_multiplicity=2
Ir 0.330 -1.131 1.268
C 4.269 -1.238 2.851
C 4.101 -1.720 1.410
C 5.438 -1.716 0.667
P 2.670 -0.843 0.593
C 2.971 -1.124 -1.213
C 1.961 -0.327 -2.035
C 2.850 -2.618 -1.523
C 2.873 0.928 0.825
C 4.106 1.570 0.941
C 4.215 2.919 1.220
C 5.547 3.580 1.451
C 3.028 3.650 1.335
C 1.799 3.048 1.206
C 1.678 1.655 0.982
N 0.464 1.037 0.989
C -0.705 1.834 0.909
C -1.559 2.002 2.018
C -1.262 1.350 3.331
C -2.694 2.789 1.892
C -3.047 3.384 0.694
C -4.324 4.167 0.555
C -2.189 3.231 -0.386
C -1.019 2.494 -0.295
C -0.140 2.349 -1.507
H 4.954 -1.900 3.384
H 3.314 -1.244 3.375
H 4.677 -0.228 2.886
H 3.748 -2.757 1.452
H 5.856 -0.717 0.568
H 5.372 -2.158 -0.326
H 6.148 -2.310 1.245
H 3.977 -0.759 -1.431
H 0.943 -0.574 -1.725
H 2.064 -0.566 -3.095
H 2.117 0.743 -1.906
H 1.842 -2.964 -1.287
H 3.556 -3.217 -0.946
H 3.037 -2.802 -2.582
H 5.019 1.008 0.802
H 6.370 2.910 1.204
H 5.641 3.862 2.502
H 5.647 4.491 0.859
H 3.078 4.715 1.536
H 0.891 3.625 1.324
H -0.245 1.544 3.673
H -1.383 0.273 3.229
H -1.965 1.684 4.094
H -3.338 2.909 2.755
H -5.039 3.874 1.322
H -4.773 3.995 -0.424
H -4.132 5.238 0.654
H -2.452 3.685 -1.336
H -0.571 2.884 -2.353
H -0.033 1.300 -1.786
H 0.860 2.745 -1.321
C -5.326 -0.062 -4.872
C -4.834 -0.414 -3.494
C -5.552 -1.276 -2.673
C -5.102 -1.580 -1.396
C -3.927 -1.013 -0.937
C -3.203 -0.136 -1.731
C -3.658 0.156 -3.004
S -3.379 -1.319 0.730
O -3.460 -0.071 1.427
O -4.138 -2.425 1.254
N -1.798 -1.698 0.561
C -1.439 -2.987 0.306
C -2.233 -4.069 -0.127
C -1.654 -5.310 -0.240
C -0.297 -5.488 0.044
C 0.430 -4.381 0.403
N -0.119 -3.170 0.511
H -6.280 -0.543 -5.081
H -4.615 -0.370 -5.640
H -5.453 1.018 -4.953
H -6.481 -1.707 -3.026
H -5.655 -2.242 -0.741
H -2.306 0.323 -1.331
H -3.103 0.848 -3.627
H -3.280 -3.921 -0.325
H -2.254 -6.155 -0.550
H 0.172 -6.458 -0.027
H 1.492 -4.439 0.606
S 0.911 -1.673 3.415

=====

27
Properties=species:S:1:pos:R:3 method="wB97M-V/def2-TZVPD" gap_ev=7.829 de_lowest_ev=1.850 mol_weight_g_mol=172.3 total_charge=+2 lumo_ev=-7.5143 homo_energy_ev=-15.343
C 3.983 -0.689 -0.650
C 1.888 0.376 -1.070
C 2.883 0.521 1.142
C -2.618 1.034 -1.118
C -4.078 -1.412 -0.031
C -4.361 1.247 1.755
N 3.825 -0.469 0.640
N 3.012 -0.357 -1.459
N 1.831 0.656 0.211
N 5.064 -1.273 -1.125
Si -3.649 0.359 0.299
H 2.368 0.113 2.125
H 3.360 1.461 1.397
H -1.915 1.810 -0.827
H -1.988 0.181 -1.556
H -3.204 1.333 -2.015
H -3.932 -1.522 -1.124
H -3.275 -2.062 0.520
H -5.069 -1.753 0.172
H -4.500 0.485 2.525
H -3.653 2.069 2.033
H -5.348 1.602 1.555
H 4.587 -0.851 1.244
H 3.073 -0.445 -2.474
H 0.814 0.879 0.436
H 5.784 -1.482 -0.545
H 5.117 -1.811 -2.061

=====

47
Properties=species:S:1:pos:R:3 method="wB97M-V/def2-TZVPD" gap_ev="9.786 / 8.610" mol_weight_g_mol=395.3 total_charge=+2 lumo_ev="-5.3924 / -6.6172" homo_energy_ev="-15.178 / -15.227" spin_multiplicity=5
Fe -0.417 -0.889 0.700
C 1.264 -0.825 -1.995
C 2.341 -1.291 -1.018
O 1.911 -1.031 0.316
C 2.745 -0.189 1.111
C 2.182 -0.290 2.529
O 0.827 0.125 2.591
C 0.587 1.499 2.890
C 0.110 2.278 1.657
O -0.858 1.465 1.008
C -1.759 2.150 0.150
C -2.792 1.110 -0.292
O -2.152 -0.064 -0.785
C -1.855 -0.044 -2.183
C -1.051 -1.306 -2.499
O 0.054 -1.481 -1.615
H 1.548 -1.103 -3.016
H 1.143 0.264 -1.934
H 3.286 -0.789 -1.229
H 2.471 -2.374 -1.116
H 2.717 0.844 0.739
H 3.776 -0.557 1.092
H 2.792 0.280 3.232
H 2.166 -1.345 2.822
H 1.481 1.973 3.303
H -0.203 1.508 3.648
H 0.939 2.494 0.971
H -0.333 3.225 1.981
H -1.225 2.574 -0.711
H -2.263 2.969 0.680
H -3.469 1.537 -1.038
H -3.370 0.783 0.575
H -1.292 0.861 -2.446
H -2.788 -0.060 -2.761
H -0.718 -1.287 -3.542
H -1.679 -2.182 -2.337
S -0.643 -3.126 1.595
C -0.393 -4.555 0.746
N -0.023 -5.691 1.315
C 0.230 -6.832 0.456
C -0.489 -6.548 -0.859
S -0.641 -4.726 -0.961
H 0.160 -5.745 2.306
H -0.142 -7.749 0.919
H 1.310 -6.943 0.300
H -1.497 -6.962 -0.879
H 0.062 -6.904 -1.726

=====

42
Properties=species:S:1:pos:R:3 method="wB97M-V/def2-TZVPD" gap_ev=7.768 de_lowest_ev=1.978 mol_weight_g_mol=326.4 smiles="COc1ccc(-c2nc(C#N)c(N3CCC(C(N)=O)CC3)o2)cc1" lumo_ev=0.4163 homo_energy_ev=-7.352
C 6.645 1.376 0.208
H 6.244 2.247 -0.320
O 6.056 0.181 -0.244
C 4.716 0.011 -0.087
C 3.854 0.944 0.480
C 2.505 0.662 0.589
C 1.991 -0.552 0.140
C 2.860 -1.487 -0.431
C 4.201 -1.208 -0.543
H 4.885 -1.918 -0.979
H 2.454 -2.424 -0.777
C 0.589 -0.858 0.252
N -0.002 -1.948 -0.111
C -1.328 -1.789 0.196
C -1.489 -0.528 0.757
N -2.560 0.106 1.291
C -2.371 1.440 1.811
H -3.213 1.639 2.479
C -2.323 2.478 0.677
H -1.288 2.627 0.367
H -2.704 3.432 1.047
C -3.174 1.997 -0.515
C -2.361 1.192 -1.534
O -2.661 0.082 -1.905
N -1.271 1.836 -2.017
H -1.073 2.799 -1.817
H -0.721 1.369 -2.719
C -4.361 1.167 -0.012
H -4.980 0.869 -0.858
C -3.880 -0.100 0.722
H -4.572 -0.352 1.532
H -3.833 -0.939 0.030
H -4.963 1.789 0.652
H -3.555 2.871 -1.056
H -1.451 1.468 2.398
O -0.278 0.063 0.798
C -2.290 -2.781 -0.014
N -3.081 -3.602 -0.156
H 1.842 1.390 1.034
H 4.221 1.893 0.841
H 6.508 1.509 1.286
H 7.707 1.282 -0.010

=====

15
Properties=species:S:1:pos:R:3 method="wB97M-V/def2-TZVPD" gap_ev=5.247 de_lowest_ev=5.031 mol_weight_g_mol=102.1 total_charge=-1 lumo_ev=3.3312 homo_energy_ev=-1.915
C -1.249 -2.136 -0.115
C -0.391 -0.944 -0.579
N 0.259 -0.372 0.324
C 0.795 0.956 -0.137
C 1.231 1.796 1.049
O 1.522 3.113 0.831
O -0.540 -0.685 -1.879
H -1.959 -1.723 0.608
H -1.882 -2.415 -0.961
H -0.790 -3.004 0.348
H -1.156 -0.046 -1.310
H 0.019 1.470 -0.717
H 1.636 0.841 -0.834
H 2.127 1.440 1.602
H 0.377 1.709 1.770

=====

42
Properties=species:S:1:pos:R:3 method="wB97M-V/def2-TZVPD" gap_ev=10.205 mol_weight_g_mol=338.2 total_charge=+1 lumo_ev=-2.2707 homo_energy_ev=-12.476
C -3.046 -1.366 -2.041
C -2.098 -1.572 -0.866
O -1.447 -2.818 -1.083
C -0.617 -3.215 -0.021
C 0.477 -2.192 0.223
N -0.119 -0.833 0.425
C -0.742 -0.673 1.799
N -0.188 0.495 2.425
C -1.043 -0.474 -0.740
C -1.575 0.946 -0.523
C -1.701 1.837 -1.780
C -0.589 1.674 -2.748
F -0.651 0.585 -3.544
C 0.460 2.455 -2.881
F 1.463 2.228 -3.695
F 0.626 3.573 -2.202
H -3.023 -0.351 -2.429
H -2.729 -2.026 -2.847
H -4.067 -1.613 -1.764
H -2.678 -1.640 0.066
H -0.150 -4.152 -0.319
H -1.196 -3.411 0.892
H 1.147 -2.141 -0.635
H 1.057 -2.436 1.113
H 0.656 -0.162 0.403
H -1.815 -0.548 1.685
H -0.564 -1.606 2.338
H -0.814 0.862 3.131
H 0.710 0.306 2.860
H -0.398 -0.550 -1.617
H -2.562 0.884 -0.053
H -0.933 1.465 0.190
H -1.694 2.874 -1.444
H -2.660 1.697 -2.278
Cl 2.917 0.170 1.094
C 3.682 1.709 1.622
C 4.614 1.467 2.779
Cl 3.714 0.975 4.237
H 2.878 2.388 1.895
H 4.217 2.104 0.762
H 5.139 2.391 3.014
H 5.341 0.690 2.557